1.
This record from the Open Molecules 2025 dataset describes a 2-piece molecular cluster, C11H16N3O overall in a non-equilibrium geometry. The level of theory is wB97M-V/def2-TZVPD.

Values from the calculation:
- total charge = +1
- highest occupied orbital energy (alpha / beta) (eV) = -11.269 / -11.270
- LUMO (alpha / beta) (eV) = -4.70 / -4.70
- strongest force on any atom (eV/A) = 4.7
- frontier orbital gap (alpha / beta) (eV) = 6.5687 / 6.5717
- ΔE to the lowest compared entry with this formula, charge and spin (kJ/mol) = 146.0

Last column: Löwdin charge in e.
Positions of all 31 atoms, in Å:
C: 0.23 0.76 1.10  0.080
C: 0.68 -1.18 -1.09  0.044
C: -0.80 0.05 0.55  -0.100
C: -2.22 0.02 0.82  -0.179
C: -0.57 -0.90 -0.52  -0.152
C: -2.76 -0.89 -0.03  -0.223
C: 1.56 0.57 0.68  -0.232
C: 1.77 -0.51 -0.61  -0.138
C: -2.92 0.85 1.83  -0.017
C: -4.17 -1.33 -0.20  -0.001
C: 3.43 -1.52 -1.96  -0.030
N: 2.57 1.14 1.23  0.155
N: -1.75 -1.43 -0.83  0.163
N: 2.92 3.04 0.48  0.091
O: 3.03 -0.59 -0.97  -0.062
H: 0.05 1.47 1.90  0.136
H: 0.75 -1.89 -1.90  0.122
H: -2.78 1.91 1.62  0.091
H: -2.52 0.66 2.83  0.092
H: -3.98 0.63 1.83  0.080
H: -4.22 -2.21 -0.84  0.083
H: -4.77 -0.54 -0.64  0.098
H: -4.61 -1.58 0.77  0.094
H: 4.51 -1.42 -2.06  0.104
H: 2.95 -1.30 -2.92  0.105
H: 3.18 -2.54 -1.66  0.107
H: 3.47 0.82 0.89  0.094
H: -1.92 -2.13 -1.54  0.178
H: 2.48 3.22 -0.42  0.074
H: 3.91 3.21 0.45  0.071
H: 2.49 3.60 1.21  0.073

2.
This record from the Open Molecules 2025 dataset describes an isolated ion of composition C11H16N3O and charge +1 in a non-equilibrium geometry. The level of theory is wB97M-V/def2-TZVPD.

Values from the calculation:
- total charge = +1
- highest occupied orbital energy (eV) = -11.954
- SMILES = N#COc1cc(CCCCCN)cc[nH+]1
- LUMO (eV) = -4.97
- strongest force on any atom (eV/A) = 3.7
- frontier orbital gap (eV) = 6.9873
- ΔE to the lowest compared entry with this formula, charge and spin (kJ/mol) = 348.4

Last column: Löwdin charge in e.
Positions of all 31 atoms, in Å:
N: 3.34 -2.32 1.59  0.222
C: 3.39 -1.17 1.56  -0.247
O: 3.48 0.22 1.61  0.092
C: 2.72 0.63 0.49  -0.189
C: 1.36 1.16 0.67  0.135
C: 0.64 1.53 -0.58  -0.091
C: -0.85 2.06 -0.59  -0.150
C: -1.66 1.63 0.68  -0.194
C: -2.10 0.12 0.79  -0.190
C: -1.77 -0.84 -0.40  -0.193
C: -1.31 -2.24 0.24  -0.305
N: -2.47 -2.87 0.94  -0.015
C: 1.29 1.37 -1.93  0.052
C: 2.64 0.83 -1.95  0.013
N: 3.27 0.50 -0.77  0.147
H: 0.89 1.27 1.68  0.140
H: -0.74 3.19 -0.56  0.143
H: -1.37 1.81 -1.55  0.128
H: -2.56 2.30 0.75  0.121
H: -1.03 1.88 1.59  0.099
H: -1.65 -0.31 1.74  0.109
H: -3.22 0.10 0.95  0.122
H: -2.67 -1.06 -1.06  0.118
H: -0.94 -0.55 -1.09  0.086
H: -0.50 -2.03 1.00  0.104
H: -0.84 -2.91 -0.53  0.107
H: -2.17 -3.83 1.14  0.073
H: -3.21 -2.90 0.23  0.073
H: 0.70 1.64 -2.84  0.136
H: 3.12 0.68 -2.96  0.157
H: 4.22 0.10 -0.82  0.195

3.
This record from the Open Molecules 2025 dataset describes a 2-piece molecular cluster, C11H16N3O overall in a non-equilibrium geometry. The level of theory is wB97M-V/def2-TZVPD.

Values from the calculation:
- total charge = +1
- highest occupied orbital energy (eV) = -12.686
- LUMO (eV) = -3.96
- strongest force on any atom (eV/A) = 4.0
- frontier orbital gap (eV) = 8.7295
- ΔE to the lowest compared entry with this formula, charge and spin (kJ/mol) = 388.0

Last column: Löwdin charge in e.
Positions of all 31 atoms, in Å:
C: -0.65 -2.02 -2.97  -0.053
C: -0.83 -2.71 -1.81  -0.059
C: -0.28 -0.64 -3.04  0.003
C: -0.75 -2.06 -0.55  -0.013
C: -0.12 -0.06 -1.78  -0.054
C: -0.41 -0.70 -0.55  -0.233
C: -1.61 0.89 1.33  -0.408
C: -2.81 0.72 0.57  0.008
C: 2.34 3.00 0.80  -0.026
C: 1.63 -1.28 1.50  -0.058
C: -0.37 0.06 0.76  -0.188
N: 1.29 2.03 0.86  -0.104
N: 0.48 1.74 0.02  0.208
N: 0.43 -0.46 1.76  -0.025
O: -1.48 1.58 2.31  0.115
H: -0.75 -2.65 -3.74  0.074
H: -1.08 -3.72 -1.92  0.094
H: 0.12 -0.23 -3.93  0.101
H: -1.10 -2.68 0.36  0.153
H: 0.03 1.00 -1.75  0.080
H: -3.53 1.49 0.77  0.107
H: -3.23 -0.36 0.60  0.156
H: -2.46 0.75 -0.46  0.094
H: 2.25 3.77 1.66  0.141
H: 2.31 3.66 -0.11  0.109
H: 3.31 2.50 0.69  0.105
H: 2.56 -0.74 1.85  0.084
H: 1.49 -2.26 2.07  0.117
H: 1.85 -1.37 0.32  0.146
H: 1.34 1.32 1.72  0.181
H: 0.03 -0.57 2.66  0.144

4.
This record from the Open Molecules 2025 dataset describes the molecule C11H16O. The level of theory is wB97M-V/def2-TZVPD.

Values from the calculation:
- highest occupied orbital energy (eV) = -9.179
- SMILES = CCCC[C@H](O)c1ccccc1
- LUMO (eV) = 0.96
- strongest force on any atom (eV/A) = 0.4
- frontier orbital gap (eV) = 10.1350
- ΔE to the lowest compared entry with this formula, charge and spin (kJ/mol) = 17.3

Last column: Löwdin charge in e.
Positions of all 28 atoms, in Å:
C: -3.96 -1.05 0.67  -0.118
C: -3.13 0.09 0.09  -0.275
C: -1.70 -0.36 -0.24  -0.230
C: -0.85 0.78 -0.81  -0.152
C: 0.27 1.26 0.13  -0.347
O: 0.58 2.62 -0.13  -0.037
C: 1.53 0.41 0.09  -0.168
C: 2.72 0.97 0.53  -0.035
C: 3.90 0.25 0.51  -0.083
C: 3.91 -1.05 0.05  -0.096
C: 2.72 -1.63 -0.38  -0.082
C: 1.54 -0.90 -0.36  -0.036
H: -4.98 -0.72 0.87  0.067
H: -4.01 -1.88 -0.04  0.070
H: -3.52 -1.41 1.59  0.071
H: -3.61 0.46 -0.82  0.109
H: -3.09 0.91 0.81  0.111
H: -1.76 -1.18 -0.96  0.110
H: -1.24 -0.75 0.67  0.112
H: -0.40 0.50 -1.77  0.117
H: -1.49 1.65 -1.00  0.113
H: -0.12 1.27 1.16  0.158
H: 0.97 2.68 -1.01  0.103
H: 2.71 1.99 0.89  0.114
H: 4.82 0.71 0.85  0.102
H: 4.82 -1.62 0.04  0.100
H: 2.71 -2.65 -0.73  0.102
H: 0.64 -1.37 -0.70  0.098

5.
This record from the Open Molecules 2025 dataset describes the molecule C11H16O2Si. The level of theory is wB97M-V/def2-TZVPD.

Values from the calculation:
- highest occupied orbital energy (eV) = -8.122
- SMILES = C[Si](C)(C)/C=C1\C=CC=C[C@@H]1C(=O)O
- LUMO (eV) = 0.20
- strongest force on any atom (eV/A) = 0.7
- frontier orbital gap (eV) = 8.3253
- ΔE to the lowest compared entry with this formula, charge and spin (kJ/mol) = 0.0

Last column: Löwdin charge in e.
Positions of all 30 atoms, in Å:
C: -2.85 1.32 0.57  -0.181
Si: -2.08 -0.36 0.05  0.565
C: -3.10 -1.77 0.83  -0.191
C: -2.09 -0.54 -1.85  -0.172
C: -0.33 -0.53 0.73  -0.072
C: 0.77 0.15 0.35  -0.268
C: 0.73 1.26 -0.57  -0.055
C: 1.77 2.09 -0.73  -0.064
C: 2.98 1.93 0.05  -0.085
C: 3.14 0.87 0.84  -0.051
C: 2.15 -0.25 0.83  -0.166
C: 2.67 -1.38 -0.07  -0.478
O: 2.01 -2.21 -0.61  0.127
O: 4.01 -1.35 -0.17  0.112
H: -2.95 1.39 1.65  0.023
H: -2.25 2.16 0.24  0.016
H: -3.85 1.44 0.15  0.023
H: -2.65 -2.73 0.62  0.025
H: -3.17 -1.66 1.91  0.023
H: -4.12 -1.79 0.44  0.023
H: -2.57 -1.47 -2.15  0.021
H: -2.62 0.27 -2.34  0.023
H: -1.08 -0.56 -2.25  0.020
H: -0.17 -1.32 1.46  0.075
H: -0.20 1.44 -1.09  0.092
H: 1.71 2.93 -1.41  0.103
H: 3.72 2.71 0.00  0.103
H: 4.03 0.74 1.44  0.112
H: 2.08 -0.70 1.83  0.162
H: 4.31 -2.08 -0.73  0.138

6.
This record from the Open Molecules 2025 dataset describes the molecule C11H16SSi in a non-equilibrium geometry. The level of theory is wB97M-V/def2-TZVPD.

Values from the calculation:
- highest occupied orbital energy (alpha / beta) (eV) = -5.137 / -9.029
- LUMO (alpha / beta) (eV) = 0.79 / -1.00
- strongest force on any atom (eV/A) = 3.5
- multiplicity = 3
- <S²> = 2.012
- frontier orbital gap (alpha / beta) (eV) = 5.9266 / 8.0311

Last column: Löwdin charge in e.
Positions of all 29 atoms, in Å:
C: 3.75 1.33 0.39  -0.098
C: 3.84 -0.03 0.02  -0.098
C: 2.56 2.00 0.59  -0.077
C: 2.68 -0.74 -0.15  -0.135
C: 1.43 1.26 0.26  -0.124
C: 1.43 -0.12 -0.06  -0.321
C: -1.86 0.36 1.56  -0.321
C: -1.25 -0.97 1.23  -0.312
C: -3.17 0.69 0.71  -0.413
C: -1.90 0.85 -1.90  -0.444
C: -0.43 -2.53 -1.43  -0.202
Si: -0.20 -0.95 -0.34  0.791
S: -2.67 1.86 -0.65  0.784
H: 4.63 1.81 0.65  0.069
H: 4.87 -0.40 -0.21  0.114
H: 2.39 3.00 0.93  0.100
H: 2.64 -1.92 -0.17  0.133
H: 0.49 1.81 0.15  0.077
H: -2.33 0.33 2.54  0.097
H: -1.00 1.02 1.49  0.065
H: -0.64 -1.31 2.05  0.078
H: -2.02 -1.67 1.00  0.051
H: -3.52 -0.20 0.15  0.077
H: -3.94 1.22 1.25  0.052
H: -1.37 1.60 -2.59  0.019
H: -2.51 0.08 -2.43  0.015
H: 0.25 -2.68 -2.25  0.016
H: -0.72 -3.37 -0.88  -0.015
H: -1.42 -2.32 -1.91  0.021

7.
This record from the Open Molecules 2025 dataset describes C11H17B2N7Pd as an isolated structure in a non-equilibrium geometry. The level of theory is wB97M-V/def2-TZVPD.

Values from the calculation:
- total charge = +2
- highest occupied orbital energy (alpha / beta) (eV) = -12.998 / -14.848
- LUMO (alpha / beta) (eV) = -6.33 / -11.39
- strongest force on any atom (eV/A) = 3.9
- multiplicity = 5
- <S²> = 6.056
- frontier orbital gap (alpha / beta) (eV) = 6.6663 / 3.4574
- ΔE to the lowest compared entry with this formula, charge and spin (kJ/mol) = 287.2

Last column: Löwdin charge in e.
Positions of all 38 atoms, in Å:
H: 0.58 3.25 1.19  0.135
N: 0.15 1.71 -0.18  -0.006
B: -0.22 0.29 -2.24  -0.467
N: 0.15 1.62 -1.54  -0.002
C: 0.51 2.82 -2.07  0.036
Pd: -0.39 -0.05 0.97  0.803
H: 0.57 2.94 -3.15  0.156
C: 0.75 3.71 -1.03  0.068
H: 1.06 4.75 -1.10  0.140
C: 0.51 2.96 0.14  -0.053
H: -0.16 0.42 -3.44  0.135
C: -0.91 -1.75 2.02  -0.193
H: -0.88 -1.60 3.11  0.007
H: -0.21 -2.57 1.76  0.003
H: -1.93 -2.06 1.73  -0.001
N: -1.66 -0.11 -1.82  -0.021
N: 0.76 -0.82 -1.77  0.029
N: -1.97 -0.30 -0.51  -0.032
N: 0.86 -1.13 -0.46  0.051
C: -2.77 -0.29 -2.58  0.004
C: 1.62 -1.58 -2.49  0.090
H: -2.73 -0.18 -3.66  0.147
H: 1.68 -1.47 -3.58  0.168
C: -3.83 -0.62 -1.73  0.041
C: 2.31 -2.42 -1.61  0.112
C: -3.27 -0.61 -0.44  -0.068
C: 1.79 -2.09 -0.34  -0.029
H: -4.87 -0.83 -2.01  0.133
H: 3.07 -3.15 -1.86  0.151
H: -3.74 -0.80 0.53  0.132
H: 2.04 -2.49 0.64  0.139
H: -1.27 0.73 1.99  0.061
B: 2.34 0.28 4.68  -0.164
C: 1.64 0.22 3.31  -0.077
N: 1.00 0.16 2.35  0.017
H: 3.51 0.15 4.60  0.064
H: 1.79 -0.47 5.43  0.123
H: 2.10 1.35 5.16  0.167

> What is the strongest force on any atom in the fourth record?

0.4 eV/A